[1]
DFT (ωB97M-V/def2-TZVPD) results for a molecular structure, C2HF6NNiO4S2 at a distorted geometry.

Results
Gap between HOMO and LUMO (spin up / spin down): 8.3 / 5.5 eV
Spin multiplicity: 3

Cartesian coordinates (Å):
N (1.27270, -1.26864, 1.04398)
S (1.48298, -0.24005, -0.16009)
O (1.92182, -0.86402, -1.45568)
C (3.04851, 0.59450, 0.43083)
F (3.90912, -0.29577, 0.90036)
F (2.75885, 1.46844, 1.38456)
F (3.61445, 1.24216, -0.58276)
S (-0.26815, -1.33636, 1.74976)
O (-0.78809, 0.15581, 1.66330)
O (0.02360, -1.62433, 3.18819)
Ni (-0.64283, 1.23997, 0.19465)
O (-2.17118, 1.05955, -0.97379)
H (-2.67624, 1.81732, -1.30900)
C (-2.72298, -0.20787, -1.39912)
F (-3.31639, 0.00917, -2.55890)
F (-1.83492, -1.16159, -1.60836)
F (-3.61125, -0.58829, -0.50794)

natural (NBO) population analysis, charges in e, atoms 1 to 6: -1.02 1.26 -0.93 0.79 -0.30 -0.32

***

[2]
DFT (ωB97M-V/def2-TZVPD) results for a gas-phase ion, C7H6N3O2S (charge -1) at a distorted geometry.

Results
SMILES string: CCc1[nH]nc2c(=S)nc([O-])oc12
Gap between HOMO and LUMO: 7.3 eV
Charge: -1

Cartesian coordinates (Å):
C (-2.06398, -0.39474, -2.03439)
C (-1.09445, -1.18976, -1.21918)
C (-0.60187, -0.34147, -0.12780)
N (-1.34360, 0.13862, 0.89650)
N (-0.67782, 0.88401, 1.81222)
C (0.62872, 0.76268, 1.47665)
C (1.86310, 1.16006, 2.18112)
S (1.85487, 2.03485, 3.57924)
N (2.97534, 0.87901, 1.50735)
C (3.14087, 0.15981, 0.42962)
O (4.11763, -0.18478, -0.17118)
O (1.89551, -0.38401, -0.25519)
C (0.71046, 0.01452, 0.23781)
H (-2.92520, -0.06311, -1.33365)
H (-2.79972, -1.03022, -2.62950)
H (-1.64737, 0.40509, -2.56423)
H (-0.18203, -1.22749, -1.78490)
H (-1.50852, -2.14331, -0.80706)
H (-2.34197, 0.52024, 0.80656)

natural (NBO) population analysis, charges in e, atoms 1 to 6: -0.59 -0.45 0.03 -0.34 -0.23 -0.02

***

> What is the formula in the second record?

C7H6N3O2S